Entry 1:
This record from the OMol25 dataset describes a molecular structure, C49H40Cl5CsN11O3PSe3Te. The level of theory is wB97M-V/def2-TZVPD.

## Properties
2S+1: 1
Molecular weight (g mol⁻¹): 1536.56
HOMO-LUMO gap (alpha / beta) (eV): 5.344 / 3.166
Total energy (Eh): -12854.1519
Lowest unoccupied orbital energy (alpha / beta) (eV): 3.081 / 2.768
Energy above the lowest of the compared OMol25 structures with the same formula, charge and spin (kJ/mol): 198.24
Total charge: -2

Last column: Mulliken charge in e.
Positions of all 114 atoms, in Å:
1 Cs 1.372990 -1.805926 0.021107  1.52
2 N 2.641236 0.357256 2.075166  1.01
3 C 2.307802 1.611784 2.496143  0.06
4 C 3.102709 2.277158 3.442770  -0.84
5 C 2.805555 3.569607 3.823633  -0.57
6 C 1.708862 4.234607 3.284986  -0.90
7 C 0.916383 3.590797 2.346058  -0.78
8 C 1.209986 2.296028 1.925202  0.46
9 P 0.238261 1.360603 0.684512  0.92
10 C 1.238716 1.633684 -0.839691  0.83
11 C 0.679240 1.191635 -2.040366  0.16
12 C 1.337114 1.399272 -3.241335  -0.97
13 C 2.554356 2.067808 -3.262941  -0.46
14 C 3.113929 2.512894 -2.074866  -0.85
15 C 2.468988 2.279990 -0.868516  -0.24
16 C -1.073206 2.594219 0.281454  -0.92
17 C -2.355047 2.397159 0.792134  -0.45
18 C -3.380756 3.284917 0.492834  0.17
19 C -3.138748 4.372233 -0.331312  -0.98
20 C -1.861897 4.588643 -0.831654  -0.68
21 C -0.835977 3.710138 -0.525028  -0.12
22 H 1.890292 -0.229091 1.747008  -0.72
23 H 3.355591 -0.138967 2.607654  -0.15
24 H 3.943276 1.743957 3.872776  0.48
25 H 3.427504 4.067329 4.558621  0.34
26 H 1.476980 5.248573 3.586170  0.36
27 H 0.060284 4.106312 1.931076  0.36
28 H -0.291546 0.704457 -2.035633  0.41
29 H 0.898164 1.051418 -4.168431  0.40
30 H 3.058393 2.230733 -4.208812  0.36
31 H 4.048271 3.062809 -2.082228  0.40
32 H 2.916154 2.613129 0.060086  0.26
33 H -2.556367 1.537559 1.423798  0.44
34 H -4.374400 3.123852 0.888226  0.32
35 H -3.948875 5.041482 -0.593073  0.40
36 H -1.661098 5.442060 -1.469267  0.40
37 H 0.158905 3.886782 -0.912319  0.47
38 Cl 3.555799 -5.542927 -6.391164  -0.24
39 C 3.260123 -4.985674 -4.781909  0.25
40 C 2.774267 -3.704021 -4.549804  0.16
41 Cl 2.467383 -2.659491 -5.892339  -0.22
42 C 2.539844 -3.255739 -3.258637  0.18
43 Cl 1.901425 -1.673872 -3.012180  0.09
44 C 2.798130 -4.046356 -2.098929  -1.08
45 O 2.607793 -3.617993 -0.923272  -0.42
46 C 3.289838 -5.362303 -2.392616  0.34
47 Cl 3.601257 -6.388353 -1.047700  -0.17
48 C 3.504610 -5.810975 -3.682239  0.11
49 Cl 4.087729 -7.412739 -3.949809  -0.22
50 Se 5.341638 -1.493457 3.596302  -0.55
51 Se 4.818934 -3.716527 3.770833  -0.26
52 Te 3.366521 -4.249317 1.764349  0.62
53 Se 2.218566 -6.197781 2.644867  -0.59
54 C -2.812736 0.487183 5.530935  -1.31
55 N -1.957344 -0.229861 4.606614  1.05
56 C -0.961211 0.232390 3.832636  -0.47
57 N -0.471312 -0.742849 3.097304  0.04
58 C -1.222950 -1.810036 3.465990  -0.56
59 N -2.134621 -1.543017 4.376501  -1.00
60 C -3.828433 1.366619 4.834103  1.12
61 C -4.143215 2.617915 5.363274  -1.09
62 C -5.109129 3.407316 4.730589  -0.56
63 C -5.736787 2.979635 3.583558  -1.04
64 C -5.415697 1.719664 3.026497  0.17
65 C -4.459958 0.917144 3.689993  -0.13
66 C -5.985860 1.291858 1.802004  0.20
67 N -6.824887 1.940344 1.005136  -0.54
68 N -6.998981 1.199292 -0.097025  -0.60
69 C -6.272437 0.103203 0.030874  0.20
70 O -5.604060 0.092486 1.237726  -0.20
71 C -6.086698 -0.960690 -0.892294  0.24
72 C -6.587497 -0.886040 -2.209307  -1.04
73 C -6.328201 -1.898137 -3.106650  -0.58
74 C -5.575106 -3.015542 -2.737366  -0.75
75 C -5.097421 -3.116391 -1.432322  1.16
76 C -4.256444 -4.301487 -1.018692  -1.51
77 N -2.830895 -4.031616 -1.165136  1.14
78 C -2.096425 -3.092355 -0.557043  -0.80
79 N -0.854834 -3.132551 -0.994628  0.26
80 C -0.879378 -4.148163 -1.892378  -0.63
81 N -2.059216 -4.714118 -2.032823  -1.05
82 C -5.353071 -2.106704 -0.521252  -0.16
83 H -2.192319 1.086914 6.198130  0.43
84 H -3.319313 -0.278246 6.117408  0.24
85 H -0.620081 1.257060 3.838090  0.45
86 H -1.079555 -2.803855 3.072007  0.62
87 H -3.643290 2.972239 6.257820  0.36
88 H -5.357738 4.376024 5.149035  0.35
89 H -6.471818 3.594554 3.080660  0.48
90 H -4.220118 -0.058979 3.285418  0.79
91 H -7.163214 -0.014558 -2.491281  0.49
92 H -6.703339 -1.823840 -4.120838  0.36
93 H -5.363460 -3.798951 -3.455511  0.41
94 H -4.463886 -5.167265 -1.642017  0.42
95 H -4.452386 -4.555370 0.024120  0.37
96 H -2.486068 -2.412912 0.185204  0.63
97 H -0.010992 -4.472594 -2.444489  0.48
98 H -4.996270 -2.191150 0.499099  0.56
99 N 3.877883 -0.541838 -0.584982  -0.01
100 C 4.761748 -0.214630 -1.251096  -0.27
101 N 5.730468 0.217707 -2.039258  0.24
102 C 7.036453 0.597366 -1.528588  -0.63
103 C 7.470035 1.866620 -2.247118  -0.49
104 O 7.469180 1.677484 -3.653830  -0.43
105 C 6.177081 1.327575 -4.130589  -0.55
106 C 5.668069 0.046978 -3.482349  -0.24
107 H 7.765499 -0.193695 -1.741624  0.30
108 H 6.979521 0.748443 -0.452011  0.43
109 H 8.488179 2.140595 -1.971958  0.36
110 H 6.794137 2.690375 -1.980953  0.25
111 H 6.264201 1.204979 -5.209699  0.35
112 H 5.478282 2.145228 -3.915263  0.24
113 H 6.302690 -0.792437 -3.791339  0.35
114 H 4.639385 -0.154731 -3.780720  0.19

Forces on atoms 1 to 3 (eV/Å):
-1.44 1.70 2.01
0.20 0.04 0.24
-0.09 0.21 0.01

---

Entry 2:
This record from the OMol25 dataset describes a molecular structure, C24H15Br3GaN3O3S. The level of theory is wB97M-V/def2-TZVPD.

## Properties
2S+1: 2
Molecular weight (g mol⁻¹): 734.90
<S²>: 0.755
HOMO-LUMO gap (alpha / beta) (eV): 6.543 / 7.509
Total energy (Eh): -11358.4184
Lowest unoccupied orbital energy (alpha / beta) (eV): -3.210 / -3.178
Energy above the lowest of the compared OMol25 structures with the same formula, charge and spin (kJ/mol): 54.08
Total charge: +1

Last column: Mulliken charge in e.
Positions of all 50 atoms, in Å:
1 Ga -1.217702 -0.468244 -0.022718  0.85
2 Br -3.164845 1.274229 4.129616  -0.12
3 C -3.541994 -0.349108 3.262704  -0.21
4 C -4.583124 -1.174921 3.740262  -0.34
5 C -4.888145 -2.354699 3.120073  -0.07
6 Br -6.289146 -3.421898 3.799345  -0.19
7 C -4.150248 -2.791341 1.988364  0.48
8 C -4.339401 -4.000207 1.285940  -0.64
9 C -3.520913 -4.304931 0.229546  -0.87
10 C -2.501021 -3.412393 -0.136314  -0.20
11 N -2.301466 -2.274156 0.490885  -0.21
12 C -3.121309 -1.953883 1.527763  0.67
13 C -2.828164 -0.712531 2.149457  0.15
14 O -1.835379 -0.020974 1.632336  -0.44
15 H -5.140012 -0.857243 4.610267  0.44
16 H -5.123563 -4.677737 1.595009  0.36
17 H -3.639656 -5.224881 -0.322544  0.42
18 H -1.842159 -3.641823 -0.962678  0.59
19 C 0.785609 -1.815002 3.164714  -1.09
20 O 0.714273 -1.080979 1.948394  -0.23
21 C 1.709640 -0.225271 1.654265  0.85
22 C 2.790124 0.056404 2.458696  -0.48
23 C 3.778416 0.931059 1.996181  -0.79
24 Br 5.256791 1.303546 3.108541  -0.19
25 C 3.696432 1.506103 0.755963  -0.67
26 C 2.587670 1.233942 -0.065684  0.81
27 C 1.570169 0.388282 0.385062  0.22
28 O 0.511115 0.127829 -0.371997  -0.53
29 C 2.479661 1.843702 -1.375152  0.36
30 N 1.468494 1.686561 -2.232005  0.30
31 C 1.698978 2.424307 -3.381333  0.57
32 C 0.954980 2.588678 -4.541545  -0.66
33 C 1.497331 3.416432 -5.503700  -0.56
34 C 2.731187 4.054558 -5.320061  -0.48
35 C 3.472864 3.889451 -4.166075  -0.91
36 C 2.926384 3.057085 -3.198986  0.29
37 N 3.376622 2.666927 -1.941812  -0.03
38 H 1.738410 -2.341680 3.241340  0.44
39 H -0.031012 -2.530028 3.129757  0.24
40 H 0.649262 -1.150096 4.020331  0.39
41 H 2.888272 -0.390133 3.437081  0.56
42 H 4.489816 2.165419 0.435978  0.47
43 H 0.679962 1.093268 -1.997650  -0.14
44 H 0.003307 2.096642 -4.681478  0.49
45 H 0.956476 3.578698 -6.425098  0.41
46 H 3.111902 4.693574 -6.103492  0.40
47 H 4.424500 4.381695 -4.026862  0.42
48 H 4.240620 2.951455 -1.511993  0.23
49 S -1.479527 -1.627302 -3.080897  -0.15
50 C -1.650481 -0.608385 -1.927795  -0.21

Forces on atoms 1 to 3 (eV/Å):
-0.08 -1.27 0.12
0.01 -0.06 -0.02
-0.10 -0.03 -0.15

---

Entry 3:
This record from the OMol25 dataset describes C5H8 in the gas phase. The level of theory is wB97M-V/def2-TZVPD.

## Properties
2S+1: 1
SMILES: C=CCC=C
Molecular weight (g mol⁻¹): 68.12
HOMO-LUMO gap (eV): 10.726
Total energy (Eh): -195.2489
Lowest unoccupied orbital energy (eV): 1.254
Energy above the lowest of the compared OMol25 structures with the same formula, charge and spin (kJ/mol): 113.23
Total charge: 0

Last column: Mulliken charge in e.
Positions of all 13 atoms, in Å:
1 C 0.239395 -0.901726 1.172153  -0.03
2 C 1.397064 -0.402407 1.569598  -0.80
3 C -0.721696 -0.252223 0.215630  -0.47
4 C -0.073371 0.545687 -0.907743  0.04
5 C -0.713099 0.868078 -2.016831  -0.81
6 H -0.068012 -1.866504 1.571720  0.30
7 H 2.132770 -0.841959 2.229573  0.27
8 H 1.619603 0.637460 1.348403  0.20
9 H -1.382731 -0.973522 -0.267869  0.33
10 H -1.354292 0.433571 0.776552  0.25
11 H 0.950792 0.843038 -0.686986  0.22
12 H -0.373441 1.544051 -2.785776  0.27
13 H -1.652982 0.366455 -2.218424  0.23

Forces on atoms 1 to 3 (eV/Å):
0.02 -0.87 0.16
0.04 1.11 0.23
0.26 0.24 -0.65

---

Entry 4:
This record from the OMol25 dataset describes a molecular structure, C24H30HgN8O2S4. The level of theory is wB97M-V/def2-TZVPD.

## Properties
2S+1: 2
Molecular weight (g mol⁻¹): 791.42
<S²>: 0.754
HOMO-LUMO gap (alpha / beta) (eV): 6.206 / 7.007
Total energy (Eh): -3267.3431
Lowest unoccupied orbital energy (alpha / beta) (eV): 2.534 / 1.906
Energy above the lowest of the compared OMol25 structures with the same formula, charge and spin (kJ/mol): 8.17
Total charge: -1

Last column: Mulliken charge in e.
Positions of all 69 atoms, in Å:
1 Hg 1.440704 -0.368101 -0.973564  0.73
2 C -0.231346 -5.958699 1.886419  -0.86
3 C 0.515690 -5.071183 2.875871  -0.47
4 N 1.473885 -4.176132 2.256232  -0.21
5 C 1.100218 -3.092990 1.503570  0.21
6 S 2.414295 -2.352289 0.627834  -0.61
7 N -0.171170 -2.794557 1.556477  -0.85
8 N -0.540868 -1.713169 0.805018  0.83
9 C -1.770905 -1.365473 0.885251  -0.21
10 C -2.804429 -2.029177 1.749002  -1.78
11 C -2.200440 -0.224817 0.029370  1.36
12 C -3.234250 0.616608 0.420544  -0.74
13 C -3.590097 1.673610 -0.403330  -0.59
14 C -2.916078 1.855890 -1.594069  -0.70
15 C -1.909162 0.959036 -1.918107  -0.62
16 N -1.565263 -0.057811 -1.138027  0.08
17 H -0.941161 -6.604082 2.409079  0.37
18 H 0.464808 -6.593230 1.333178  0.30
19 H -0.779067 -5.343056 1.174199  0.09
20 H 1.067556 -5.683839 3.592660  0.41
21 H -0.195637 -4.467066 3.438570  0.24
22 H 2.393158 -4.526854 2.050123  0.25
23 H -2.380893 -2.915387 2.211263  0.40
24 H -3.667989 -2.302137 1.137892  0.33
25 H -3.151564 -1.353261 2.534227  0.30
26 H -3.744139 0.457856 1.359959  0.33
27 H -4.376943 2.354880 -0.105471  0.42
28 H -3.132305 2.687541 -2.249113  0.42
29 H -1.333391 1.074542 -2.829147  0.46
30 N 3.553207 0.997504 0.014284  -0.36
31 C 3.170243 1.314288 1.384113  -0.79
32 C 1.827523 2.030199 1.409500  -0.33
33 N 0.763606 1.219651 0.827875  -0.02
34 H 4.414214 0.471472 -0.036646  0.21
35 H 3.608054 1.815772 -0.582523  0.11
36 H 3.899801 1.950119 1.904153  0.43
37 H 3.096872 0.370421 1.931441  0.33
38 H 1.902070 2.950533 0.827261  -0.03
39 H 1.604449 2.332753 2.437820  0.34
40 H 0.028369 1.809948 0.449608  -0.03
41 H 0.359970 0.564864 1.487187  0.11
42 S -3.963900 -2.622881 -2.190453  -0.39
43 C -2.556378 -3.533178 -2.132419  0.42
44 N -1.344886 -2.949653 -1.888598  0.21
45 C -0.171484 -3.612338 -1.781189  -0.12
46 C -0.118066 -4.959081 -1.955049  -0.81
47 C -1.328654 -5.632492 -2.226451  -0.05
48 C -2.504767 -4.948807 -2.308903  -0.77
49 H -1.342601 -1.943245 -1.711249  0.11
50 H 0.693376 -3.007410 -1.538218  0.23
51 H 0.822642 -5.478878 -1.858402  0.47
52 H -1.325153 -6.708000 -2.360116  0.36
53 H -3.441742 -5.448684 -2.504539  0.38
54 O -0.600329 4.374813 1.389056  -0.63
55 S -0.615495 4.771830 0.002134  1.10
56 O -1.802806 5.427779 -0.479463  -0.70
57 N -0.200788 3.514792 -0.947407  -0.22
58 C 0.945524 3.707525 -1.574135  0.14
59 S 1.691939 2.614228 -2.602386  -0.36
60 C 1.585399 5.032685 -1.247297  0.44
61 C 2.784077 5.553019 -1.706009  -0.75
62 C 3.176839 6.804045 -1.249247  -0.52
63 C 2.387675 7.522039 -0.352698  -0.43
64 C 1.185009 7.000587 0.107252  -0.73
65 C 0.814636 5.755305 -0.358997  0.17
66 H 3.379546 4.979686 -2.404639  0.44
67 H 4.110108 7.231326 -1.594438  0.37
68 H 2.716243 8.495512 -0.010916  0.38
69 H 0.562419 7.545282 0.804772  0.42

Forces on atoms 1 to 3 (eV/Å):
0.02 0.04 0.03
0.01 -0.01 -0.01
0.01 0.02 0.01

---

For the records above, the corresponding max |F| values read 3.00 1.51 1.14 0.27 eV/Å.